A 5-piece molecular cluster, C35H58N3O12PS2 overall at a distorted geometry, computed with wB97M-V/def2-TZVPD.

Summary:
M   808.0 g mol⁻¹
HOMO-LUMO gap   6.925 eV
LUMO energy   -0.74 eV
SMILES   CNCP(CN)CCCSC(=S)N(c1ccccc1)c1ccccc1.CCOC(=O)OC.CCOC(=O)OC.CCOC(=O)OC.CCOC(=O)OC

Last column: Löwdin charge in e.
Geometry (Å):
C: -3.0021 2.0306 4.8432  -0.17
N: -3.5196 3.3074 4.2561  -0.19
C: -4.7079 3.1011 3.3619  -0.41
P: -4.4270 3.6725 1.5535  0.92
C: -3.3127 5.2081 1.6561  -0.46
N: -1.9283 4.9188 2.1590  -0.09
C: -3.5047 2.3028 0.5647  -0.42
C: -4.3185 0.9245 0.6053  -0.32
C: -3.6143 -0.3090 -0.1589  -0.45
S: -1.8475 -0.0331 -0.6473  0.86
C: -0.7904 -0.3060 0.8355  -0.93
S: -1.5315 -0.0883 2.3460  0.73
N: 0.6516 -0.6649 0.8000  -0.13
C: 1.3267 0.2871 1.7109  -0.24
C: 1.9905 -0.0468 3.0664  -0.01
C: 2.6474 1.1017 3.9267  -0.06
C: 2.6176 2.5659 3.4303  -0.08
C: 1.9279 2.9550 2.0761  -0.06
C: 1.3199 1.7960 1.2528  -0.01
C: 0.8991 -2.0734 1.1522  -0.18
C: -0.1928 -3.1158 1.5419  -0.01
C: 0.1405 -4.6138 1.8948  -0.06
C: 1.6146 -5.1518 1.8889  -0.07
C: 2.7115 -4.1073 1.4665  -0.07
C: 2.3746 -2.6305 1.1028  -0.02
H: -1.9427 1.8663 4.4037  0.05
H: -2.8343 2.1682 5.9809  0.09
H: -3.6885 1.1260 4.7101  0.07
H: -3.8109 3.8837 5.0597  0.09
H: -5.5348 3.8074 3.7663  0.08
H: -5.1568 2.0457 3.4111  0.07
H: -3.2461 5.6255 0.5770  0.08
H: -3.8136 6.0245 2.3032  0.08
H: -1.2051 5.2517 1.5087  0.05
H: -1.7896 5.3659 3.0865  0.06
H: -3.4070 2.6671 -0.5213  0.05
H: -2.4557 2.2570 1.0154  0.04
H: -4.3892 0.6193 1.7169  0.07
H: -5.3989 0.9998 0.2333  0.11
H: -3.6124 -1.2084 0.5715  0.08
H: -4.2330 -0.5813 -1.0798  0.09
H: 2.0047 -1.1194 3.4436  0.10
H: 3.1254 0.7963 4.9299  0.09
H: 3.0650 3.4307 4.0341  0.09
H: 1.8608 4.0199 1.6861  0.09
H: 0.8006 2.0608 0.2637  0.10
H: -1.2968 -2.8170 1.5797  0.06
H: -0.6689 -5.3785 2.1688  0.09
H: 1.8769 -6.2289 2.1661  0.08
H: 3.7870 -4.4996 1.4577  0.08
H: 3.2299 -1.9165 0.8219  0.10
C: -2.6104 2.0348 -3.4650  -0.06
C: -3.8572 2.8504 -3.1775  -0.22
O: -4.2722 3.5758 -4.3419  0.04
C: -4.9422 2.8619 -5.2592  -0.57
O: -5.2258 1.6890 -5.1810  0.11
O: -5.2222 3.6710 -6.2948  0.01
C: -5.8646 3.0140 -7.3866  -0.04
H: -1.8233 2.6700 -3.8801  0.09
H: -2.2379 1.5577 -2.5537  0.00
H: -2.8111 1.2542 -4.2028  0.08
H: -3.6372 3.5926 -2.4069  0.11
H: -4.6708 2.2243 -2.7991  0.12
H: -6.7511 2.4684 -7.0558  0.10
H: -5.1617 2.3416 -7.8828  0.09
H: -6.1771 3.7775 -8.1001  0.10
C: -2.3768 -2.2459 -11.4190  -0.07
C: -3.4612 -3.1237 -10.8236  -0.22
O: -3.5439 -2.9410 -9.4049  0.03
C: -4.2016 -1.8422 -9.0002  -0.59
O: -4.7247 -1.0211 -9.7164  0.11
O: -4.1560 -1.7992 -7.6583  0.01
C: -4.7498 -0.6289 -7.0966  -0.06
H: -1.4247 -2.4109 -10.9075  0.08
H: -2.2494 -2.4567 -12.4830  0.08
H: -2.6195 -1.1869 -11.3051  0.07
H: -3.2120 -4.1741 -10.9914  0.12
H: -4.4309 -2.9430 -11.2961  0.12
H: -5.7669 -0.4828 -7.4666  0.10
H: -4.1313 0.2435 -7.3160  0.09
H: -4.7936 -0.7592 -6.0152  0.09
C: 8.1541 6.5408 3.8988  -0.07
C: 7.9677 6.6650 2.3986  -0.22
O: 8.0716 5.3846 1.7638  0.03
C: 6.9781 4.6091 1.8424  -0.59
O: 5.9365 4.8995 2.3822  0.11
O: 7.2509 3.4409 1.2372  0.00
C: 6.1946 2.4853 1.3218  -0.05
H: 9.0881 6.0211 4.1284  0.08
H: 8.1712 7.5263 4.3693  0.08
H: 7.3471 5.9586 4.3499  0.07
H: 8.7637 7.2873 1.9834  0.12
H: 7.0182 7.1469 2.1487  0.12
H: 5.2492 2.9053 0.9713  0.09
H: 6.0988 2.1266 2.3488  0.10
H: 6.4531 1.6407 0.6819  0.09
C: 3.9685 -6.2267 5.1142  -0.06
C: 4.5446 -7.0137 3.9520  -0.22
O: 5.3535 -8.0981 4.4238  0.03
C: 4.6808 -9.1844 4.8360  -0.59
O: 3.4807 -9.3227 4.8320  0.12
O: 5.5745 -10.0854 5.2789  0.00
C: 4.9852 -11.2628 5.8273  -0.05
H: 4.7632 -5.9079 5.7939  0.08
H: 3.4319 -5.3449 4.7568  0.07
H: 3.2759 -6.8362 5.6992  0.08
H: 5.1975 -6.3654 3.3627  0.12
H: 3.7602 -7.3764 3.2815  0.11
H: 4.2756 -11.7135 5.1301  0.10
H: 4.4967 -11.0277 6.7754  0.10
H: 5.7844 -11.9804 6.0167  0.09



A 2-piece molecular cluster, C2H12N4 overall at a distorted geometry, computed with wB97M-V/def2-TZVPD.

Summary:
M   92.1 g mol⁻¹
HOMO-LUMO gap   9.702 eV
LUMO energy   1.06 eV
SMILES   NCN.NCN

Last column: Löwdin charge in e.
Geometry (Å):
N: -1.5928 1.2206 0.0063  -0.02
C: -2.4326 0.3717 -0.8314  -0.38
N: -3.8227 0.7772 -1.0070  -0.01
H: -1.5148 2.1922 -0.2615  0.05
H: -1.8035 1.2976 1.0021  0.06
H: -1.9695 0.0922 -1.7972  0.11
H: -2.3904 -0.6218 -0.4002  0.09
H: -4.0420 1.5251 -1.6434  0.05
H: -4.2403 0.9449 -0.1036  0.05
N: 3.5778 -1.6760 0.7968  -0.01
C: 2.5301 -0.7147 1.0441  -0.40
N: 1.7107 -0.1590 -0.0604  -0.01
H: 4.4933 -1.3596 1.0932  0.06
H: 3.6999 -1.8130 -0.2023  0.05
H: 1.8357 -1.1130 1.7971  0.09
H: 2.8296 0.1757 1.6289  0.10
H: 2.2209 -0.3553 -0.9223  0.05
H: 0.9105 -0.7847 -0.1391  0.05



C30H52BrN3OP2Ti as an isolated structure at a distorted geometry, computed with wB97M-V/def2-TZVPD.

Summary:
M   660.5 g mol⁻¹
Total charge   +2
HOMO-LUMO gap (spin up / spin down)   6.772 / 4.370 eV
LUMO energy (spin up / spin down)   -4.98 / -7.37 eV
2S+1   3

Last column: Löwdin charge in e.
Geometry (Å):
N: 1.6971 -5.8147 -6.4616  0.05
C: 2.7707 -5.5157 -5.7329  -0.13
C: 2.8247 -4.3933 -4.8935  -0.01
C: 1.6724 -3.5643 -4.7804  -0.20
C: 0.5782 -3.8925 -5.6117  -0.03
C: 0.6225 -5.0316 -6.4175  -0.13
C: 1.4497 -2.5500 -3.7353  -0.20
Ti: 1.2129 -0.7484 -2.6506  0.73
P: -3.5688 -0.1830 3.1489  1.06
C: 0.0765 -2.3025 -3.3325  -0.33
C: -0.4507 -2.9031 -2.1233  -0.24
C: -1.8564 -3.0603 -1.8988  -0.03
C: -2.3323 -2.6923 -0.6407  -0.12
C: -1.3702 -2.5209 0.3785  -0.57
C: -0.0611 -3.0313 0.2387  -0.11
C: 0.4465 -3.1774 -1.0711  -0.02
Br: -1.5186 -1.0306 1.5272  1.01
H: 2.3517 -2.2670 -3.0992  0.10
H: -0.6532 -2.0166 -4.0949  0.11
H: 3.7132 -4.2170 -4.2850  0.11
H: -0.3313 -3.2988 -5.5731  0.10
H: 3.6242 -6.2032 -5.8011  0.11
H: -0.2558 -5.2947 -7.0239  0.12
H: -2.4827 -3.4055 -2.7351  0.14
H: 1.5138 -3.3326 -1.2984  0.13
H: -3.3776 -2.4503 -0.4520  0.10
H: 0.5561 -3.2689 1.1053  0.10
P: -0.9368 0.6052 -2.3206  0.98
C: -2.8445 -1.6738 3.9521  -0.47
C: -3.6413 -2.4904 4.9494  -0.13
H: -1.9010 -1.3583 4.4144  0.09
H: -2.5574 -2.3347 3.1216  0.02
H: -2.9910 -3.3041 5.2961  0.09
H: -3.9235 -1.8818 5.8126  0.08
H: -4.5325 -2.9335 4.4935  0.08
C: -4.5791 -0.4868 1.6378  -0.42
C: -6.0512 -0.0903 1.7819  -0.13
H: -4.4996 -1.5565 1.4015  0.08
H: -4.1254 0.0658 0.8012  0.05
H: -6.5943 -0.4534 0.9001  0.09
H: -6.5051 -0.5341 2.6772  0.08
H: -6.1704 0.9995 1.8216  0.08
C: -2.5378 1.3451 3.0730  -0.43
C: -2.5329 2.1931 4.3459  -0.13
H: -2.8739 1.9575 2.2208  0.10
H: -1.5109 1.0174 2.8510  0.02
H: -2.0754 3.1616 4.1044  0.09
H: -3.5523 2.3688 4.7110  0.08
H: -1.9320 1.7236 5.1354  0.08
C: -0.7546 2.3087 -1.5926  -0.38
C: -1.0437 3.4621 -2.5539  -0.14
H: 0.2531 2.3952 -1.1623  0.04
H: -1.4461 2.3529 -0.7349  0.08
H: -0.2796 3.5450 -3.3359  0.07
H: -2.0202 3.3541 -3.0431  0.07
H: -1.0572 4.4077 -1.9958  0.09
C: -2.7774 0.5514 -2.1109  -0.37
C: -3.5822 -0.4515 -2.9209  -0.12
H: -3.1496 1.5676 -2.3274  0.09
H: -2.9324 0.3788 -1.0340  0.04
H: -3.4134 -0.3516 -3.9972  0.07
H: -3.3542 -1.4786 -2.6281  0.03
H: -4.6515 -0.2779 -2.7368  0.09
C: -0.8114 0.8358 -4.1504  -0.36
C: 0.6852 0.7977 -4.5518  -0.13
H: -1.2669 1.8123 -4.3894  0.08
H: -1.4148 0.0755 -4.6728  0.08
H: 0.8023 0.2865 -5.5180  0.11
H: 1.0688 1.8254 -4.6421  0.10
H: 1.5080 0.3762 -3.8673  0.00
C: 2.0179 -1.2467 1.9351  -0.04
N: 2.6861 -0.0721 1.3944  -0.10
C: 3.1975 0.8630 2.4064  -0.03
C: 2.6493 0.2048 0.0634  -0.40
O: 1.9180 -0.4470 -0.7764  -0.12
N: 3.3992 1.2431 -0.3881  -0.13
C: 4.7450 1.5099 0.1238  -0.03
C: 3.0520 1.8259 -1.6796  -0.02
H: 2.1835 -1.2475 3.0238  0.10
H: 2.4266 -2.1763 1.5078  0.11
H: 0.9312 -1.1989 1.7544  0.00
H: 4.2592 0.6900 2.6291  0.10
H: 3.0464 1.9018 2.1106  0.10
H: 2.6250 0.7052 3.3308  0.10
H: 5.3775 1.7798 -0.7323  0.10
H: 4.7543 2.3391 0.8512  0.10
H: 5.1821 0.6146 0.5941  0.11
H: 3.1330 1.0793 -2.4967  0.08
H: 2.0376 2.2496 -1.6304  0.07
H: 3.7634 2.6405 -1.8426  0.11



An isolated ion of composition C4H10NO and charge -1 at a distorted geometry, computed with wB97M-V/def2-TZVPD.

Summary:
M   88.1 g mol⁻¹
Total charge   -1
HOMO-LUMO gap   6.477 eV
LUMO energy   4.08 eV
SMILES   CC[C@@H](N)C[O-]

Last column: Löwdin charge in e.
Geometry (Å):
C: 0.8209 0.3430 -1.9161  -0.12
C: 0.3672 0.7983 -0.5098  -0.25
C: -0.4872 -0.2802 0.2044  -0.43
N: 0.3230 -1.5420 0.3840  0.00
C: -1.0324 0.1660 1.5599  -0.55
O: -1.6767 -0.8175 2.2098  -0.36
H: 1.3856 1.1900 -2.2987  0.05
H: -0.0649 0.0324 -2.4664  0.06
H: 1.4261 -0.5514 -1.8008  0.05
H: -0.3230 1.6427 -0.5440  0.09
H: 1.1795 0.9541 0.2004  0.09
H: -1.3171 -0.6277 -0.4182  0.12
H: 1.2827 -1.2415 0.5896  0.04
H: 0.0115 -1.8274 1.3161  0.03
H: -1.6528 1.1089 1.3045  0.08
H: -0.2424 0.6524 2.1852  0.08



It is found that the energy values, taken in the order of the records, are -3572.9432, -302.3730, -5519.2653, -288.3794 a.u..